[1]
{
  "formula": "C20H15F3FeN4OS",
  "method": "ωB97M-V with the def2-TZVPD basis set",
  "spin_multiplicity": 2,
  "lumo_ev": [-6.1, -5.1],
  "e_tot_ev": -82356.2756,
  "total_charge": 1,
  "homo_lumo_gap_ev": [5.52, 6.57],
  "s2": 1.1660,
  "homo_ev": [-11.64, -11.64],
  "symbols": ["Fe", "C", "C", "N", "N", "C", "O", "C", "C", "C", "C", "C", "C", "C", "C", "C", "C", "C", "N", "H", "H", "H", "H", "H", "H", "H", "H", "H", "H", "H", "H", "F", "C", "F", "F", "C", "C", "C", "C", "N", "C", "S", "H", "H", "H"],
  "xyz": [[0.2263, 1.3711, -0.0297], [-0.9084, 1.7306, 3.9303], [-0.8038, 1.7191, 2.4489], [0.2848, 1.4499, 1.8138], [1.4673, 1.1297, 2.3996], [2.3343, 0.8616, 1.4386], [2.0084, 0.9198, 0.1683], [3.7053, 0.4810, 1.7825], [4.6078, 0.1765, 0.7641], [5.9050, -0.1858, 1.0824], [6.3016, -0.2443, 2.4114], [5.4040, 0.0592, 3.4283], [4.1067, 0.4217, 3.1185], [-1.9461, 1.9658, 1.5156], [-3.2834, 1.8352, 2.0629], [-4.4697, 1.5971, 1.4742], [-4.2215, 0.6824, -0.9527], [-2.8714, 1.2395, -1.5109], [-1.5585, 2.0733, 0.2719], [0.0883, 1.7165, 4.3614], [-1.4478, 0.8453, 4.2758], [-1.4477, 2.6128, 4.2758], [4.2858, 0.2253, -0.2663], [6.6074, -0.4229, 0.2952], [7.3162, -0.5285, 2.6578], [5.7191, 0.0118, 4.4617], [3.3985, 0.6590, 3.8996], [-3.2896, 1.7811, 3.1430], [-5.2762, 1.3912, 2.1699], [-4.9193, 0.4056, -1.7443], [-2.8386, 1.4266, -2.5832], [-3.9057, -2.7668, -0.3509], [-3.7299, -1.6699, 0.3880], [-4.8717, -1.4342, 1.0589], [-2.7692, -1.9225, 1.2881], [-3.3841, -0.4795, -0.4506], [-4.9021, 1.6627, 0.0231], [-4.6232, 3.1038, -0.3571], [-3.3637, 3.4462, -0.5852], [-2.4097, 2.4072, -0.7768], [-2.2379, -0.0267, -0.9801], [-0.5599, -0.4526, -0.9272], [-5.9727, 1.4732, 0.0072], [-5.4147, 3.8379, -0.2983], [-2.9963, 4.4595, -0.6826]],
  "forces_ev_per_a": [[0.03, 0.13, 0.01], [0.01, 0.00, 0.00], [-0.04, 0.02, -0.05], [-0.01, -0.01, 0.07], [-0.01, 0.01, -0.05], [-0.01, -0.01, 0.01], [0.03, -0.07, -0.02], [-0.02, 0.01, 0.00], [0.01, 0.00, 0.00], [-0.01, 0.00, 0.00], [0.01, 0.00, 0.00], [-0.01, 0.00, 0.00], [0.01, 0.00, 0.00], [0.02, -0.01, 0.03], [0.03, 0.01, -0.02], [0.00, 0.00, 0.00], [0.00, 0.00, -0.01], [-0.01, 0.02, 0.00], [-0.04, 0.00, 0.00], [0.00, 0.00, 0.00], [0.01, 0.00, 0.01], [0.00, 0.00, -0.01], [0.00, 0.00, 0.00], [0.00, 0.00, 0.00], [0.00, 0.00, 0.00], [0.00, 0.00, 0.00], [0.00, 0.00, 0.00], [0.01, 0.00, 0.00], [0.00, -0.01, 0.00], [0.00, 0.01, 0.00], [0.00, -0.01, 0.00], [-0.01, 0.01, 0.01], [0.00, 0.01, -0.01], [0.01, -0.01, 0.00], [-0.01, 0.00, -0.01], [0.00, -0.01, 0.03], [-0.01, -0.02, 0.00], [0.00, 0.01, 0.00], [-0.02, -0.02, -0.01], [0.03, -0.01, 0.03], [0.02, 0.00, 0.00], [-0.02, -0.05, -0.02], [0.00, 0.00, 0.00], [0.00, 0.00, 0.00], [0.00, 0.00, 0.00]]
}



[2]
{
  "formula": "C33H83BrFN5NbO3S",
  "method": "ωB97M-V with the def2-TZVPD basis set",
  "spin_multiplicity": 1,
  "lumo_ev": 1.1,
  "e_tot_ev": -134302.3945,
  "e_above_lowest_kj_mol": 155.5,
  "total_charge": -1,
  "homo_lumo_gap_ev": 6.57,
  "homo_ev": -5.51,
  "symbols": ["C", "S", "O", "O", "Nb", "Br", "C", "C", "O", "F", "H", "H", "H", "H", "H", "H", "H", "H", "C", "C", "N", "C", "C", "C", "C", "H", "H", "H", "H", "H", "H", "H", "H", "H", "H", "H", "H", "H", "H", "H", "C", "C", "N", "C", "C", "C", "C", "H", "H", "H", "H", "H", "H", "H", "H", "H", "H", "H", "H", "H", "H", "H", "C", "C", "N", "C", "C", "C", "C", "H", "H", "H", "H", "H", "H", "H", "H", "H", "H", "H", "H", "H", "H", "H", "C", "C", "N", "C", "C", "C", "C", "H", "H", "H", "H", "H", "H", "H", "H", "H", "H", "H", "H", "H", "H", "H", "C", "C", "N", "C", "C", "C", "C", "H", "H", "H", "H", "H", "H", "H", "H", "H", "H", "H", "H", "H", "H", "H"],
  "xyz": [[-0.9821, -2.3024, 4.5280], [0.0046, -3.0959, 3.2407], [-0.8258, -3.8343, 2.2976], [0.8729, -4.0373, 3.9518], [1.5463, -1.3725, 2.1735], [0.7282, 0.6152, 3.6702], [0.0772, -0.9218, 0.4811], [-1.3596, -1.1053, 0.7547], [-1.9323, -1.8950, 0.1217], [-2.0465, -0.3902, 1.6676], [-1.7037, -2.9967, 4.9436], [-0.2900, -1.9106, 5.2558], [-1.5008, -1.4623, 4.0727], [2.8301, -1.7360, 3.4076], [2.7828, -0.3262, 1.3435], [2.2245, -2.7320, 1.2060], [0.3046, -1.5266, -0.3828], [0.2496, 0.1222, 0.2145], [2.5517, -4.2956, -2.8350], [2.9842, -3.0489, -3.5937], [3.5139, -2.0154, -2.7287], [3.6392, -0.7243, -3.3757], [4.6208, -0.5964, -4.5482], [4.6255, -2.4092, -1.8812], [5.8814, -2.9774, -2.5570], [1.8603, -4.0432, -2.0305], [2.0438, -4.9835, -3.5134], [3.4007, -4.8293, -2.4057], [2.1026, -2.6460, -4.1007], [3.6936, -3.3400, -4.3866], [3.8939, 0.0237, -2.6197], [2.6455, -0.4347, -3.7347], [5.6581, -0.6045, -4.2143], [4.4580, 0.3582, -5.0567], [4.4845, -1.3869, -5.2876], [4.2582, -3.1534, -1.1704], [4.9111, -1.5606, -1.2557], [5.6430, -3.7323, -3.3083], [6.5127, -3.4560, -1.8050], [6.4831, -2.2005, -3.0281], [4.2403, 3.5426, -2.5084], [4.7173, 4.1474, -3.8206], [3.9546, 3.7058, -4.9712], [4.5876, 4.0266, -6.2370], [4.7705, 5.5055, -6.6013], [2.5207, 3.9279, -4.9076], [2.0226, 5.3619, -4.6870], [4.2029, 2.4545, -2.5703], [4.9280, 3.8106, -1.7051], [3.2522, 3.9081, -2.2259], [5.7577, 3.8378, -3.9631], [4.7279, 5.2456, -3.7253], [4.0359, 3.5301, -7.0403], [5.5764, 3.5543, -6.2383], [3.8291, 5.9772, -6.8796], [5.4360, 5.5887, -7.4640], [5.2205, 6.0768, -5.7883], [2.1189, 3.3054, -4.1036], [2.0652, 3.5261, -5.8160], [2.5573, 5.8664, -3.8810], [0.9661, 5.3417, -4.4118], [2.1045, 5.9690, -5.5878], [11.6673, 4.6946, -1.8149], [11.1031, 5.0834, -3.1737], [10.0970, 4.1596, -3.6574], [9.7731, 4.3353, -5.0621], [9.1265, 5.6565, -5.4966], [8.9650, 3.9381, -2.7745], [8.1460, 5.1588, -2.3385], [12.0301, 3.6660, -1.8235], [12.5051, 5.3463, -1.5621], [10.9271, 4.7937, -1.0199], [11.9307, 5.0860, -3.8889], [10.7330, 6.1199, -3.1224], [9.1317, 3.5081, -5.3789], [10.7005, 4.2086, -5.6310], [8.0857, 5.7248, -5.1814], [9.1337, 5.7242, -6.5870], [9.6654, 6.5240, -5.1139], [9.3294, 3.4383, -1.8729], [8.2990, 3.2059, -3.2384], [8.7734, 5.9860, -2.0032], [7.5009, 4.8842, -1.5011], [7.4961, 5.5178, -3.1356], [-7.6036, -3.0798, 1.1283], [-7.3526, -2.8598, 2.6128], [-6.4280, -3.8179, 3.1806], [-6.4112, -3.8158, 4.6302], [-5.9311, -2.5476, 5.3484], [-5.1233, -3.9012, 2.5331], [-4.2886, -2.6240, 2.4295], [-7.9124, -4.1082, 0.9337], [-8.4005, -2.4166, 0.7856], [-6.7191, -2.8639, 0.5285], [-8.3113, -2.9658, 3.1312], [-7.0284, -1.8179, 2.7675], [-5.8119, -4.6631, 4.9749], [-7.4315, -4.0330, 4.9721], [-4.8528, -2.4191, 5.2721], [-6.1687, -2.6203, 6.4135], [-6.4178, -1.6483, 4.9687], [-5.2734, -4.2880, 1.5214], [-4.5332, -4.6741, 3.0308], [-4.8648, -1.7650, 2.0797], [-3.4637, -2.7578, 1.7356], [-3.8304, -2.3676, 3.3850], [-9.6201, -1.2172, 5.4816], [-10.7829, -1.3737, 6.4489], [-11.9693, -1.9249, 5.8225], [-13.1645, -1.8019, 6.6359], [-13.2110, -2.5538, 7.9719], [-11.7887, -3.1987, 5.1472], [-11.2371, -4.3754, 5.9617], [-9.9163, -0.6449, 4.6012], [-8.8014, -0.6850, 5.9679], [-9.2293, -2.1810, 5.1537], [-11.0330, -0.3818, 6.8360], [-10.4486, -1.9691, 7.3133], [-14.0293, -2.0966, 6.0343], [-13.3128, -0.7366, 6.8423], [-13.3378, -3.6265, 7.8325], [-14.0656, -2.2052, 8.5568], [-12.3163, -2.3827, 8.5711], [-11.1203, -3.0373, 4.2968], [-12.7396, -3.4907, 4.6941], [-10.3675, -4.0948, 6.5575], [-10.9213, -5.1711, 5.2838], [-11.9870, -4.8030, 6.6261]],
  "forces_ev_per_a": [[-0.32, 0.30, -0.69], [0.21, -2.20, 0.20], [-1.13, 0.69, -0.30], [0.58, 0.31, 0.80], [-0.57, 2.66, 0.88], [0.43, -0.79, -0.53], [0.46, 1.06, 0.84], [1.78, 0.11, -0.67], [-2.66, -2.02, -1.23], [0.49, 0.64, 0.56], [0.08, -0.33, 0.04], [0.20, -0.07, 0.32], [-0.17, 0.05, -0.05], [0.43, -0.13, -0.44], [0.07, -0.58, -0.23], [-0.03, 0.23, 0.39], [-0.04, -0.16, -0.22], [0.28, 0.26, 0.22], [0.01, -0.05, -0.01], [-0.04, -0.19, 0.02], [0.06, 0.25, 0.00], [-0.11, 0.18, -0.12], [0.03, 0.19, -0.03], [0.05, -0.28, 0.25], [0.09, 0.06, 0.05], [0.05, 0.04, 0.03], [0.02, 0.01, -0.02], [-0.01, 0.01, 0.02], [0.07, 0.14, -0.01], [-0.03, -0.03, -0.03], [0.05, -0.11, 0.09], [-0.03, -0.11, -0.01], [0.01, -0.09, -0.01], [-0.02, 0.01, 0.03], [0.01, -0.04, 0.03], [-0.05, -0.01, -0.05], [-0.11, 0.11, -0.10], [-0.03, 0.01, 0.00], [-0.03, 0.00, 0.01], [-0.03, -0.03, -0.09], [-0.07, 0.05, 0.00], [0.01, 0.02, 0.22], [0.06, -0.09, -0.27], [0.19, -0.05, -0.12], [0.01, -0.01, -0.13], [-0.24, -0.07, 0.27], [-0.10, 0.01, -0.09], [-0.04, 0.00, -0.04], [0.00, 0.02, -0.01], [0.00, -0.04, 0.02], [-0.01, 0.04, -0.19], [0.06, 0.00, 0.06], [-0.11, 0.01, 0.07], [0.00, 0.01, 0.11], [-0.01, 0.03, 0.07], [0.01, -0.02, 0.01], [-0.02, -0.01, 0.02], [0.08, 0.02, 0.04], [0.15, 0.02, -0.08], [0.03, -0.03, 0.00], [0.01, -0.02, 0.01], [0.08, 0.05, 0.03], [-0.01, 0.04, 0.05], [0.06, 0.06, 0.14], [-0.08, -0.14, -0.22], [0.09, 0.00, -0.22], [-0.07, -0.04, -0.09], [-0.05, -0.05, 0.36], [-0.16, -0.06, -0.02], [-0.05, -0.02, -0.02], [-0.02, 0.02, -0.01], [0.01, -0.02, 0.00], [-0.10, -0.01, -0.12], [0.05, 0.03, 0.01], [-0.05, -0.01, 0.13], [0.05, 0.04, 0.09], [0.01, 0.04, 0.05], [0.01, -0.01, 0.00], [0.00, -0.01, 0.04], [0.08, 0.04, -0.02], [0.05, 0.05, -0.15], [0.04, -0.02, -0.03], [0.01, -0.02, 0.00], [0.05, 0.09, 0.00], [0.01, 0.06, -0.07], [-0.01, 0.08, -0.12], [0.00, -0.24, 0.17], [-0.15, 0.00, 0.18], [0.04, -0.06, 0.15], [0.18, 0.04, -0.39], [0.12, -0.01, 0.22], [0.05, -0.02, 0.03], [0.01, 0.02, 0.02], [0.00, -0.02, 0.00], [0.07, -0.03, 0.12], [-0.05, 0.03, -0.03], [0.08, 0.01, -0.11], [-0.04, 0.05, -0.08], [-0.01, 0.05, -0.08], [-0.03, -0.01, -0.01], [0.02, -0.01, -0.05], [-0.10, 0.03, 0.01], [-0.09, 0.02, 0.15], [-0.05, -0.03, 0.02], [0.00, -0.13, -0.11], [-0.11, 0.12, 0.02], [0.07, -0.02, 0.02], [0.18, 0.02, -0.03], [-0.25, 0.02, -0.01], [-0.14, 0.14, 0.10], [-0.13, -0.02, 0.02], [0.22, -0.13, -0.22], [-0.08, -0.10, -0.04], [-0.05, -0.05, -0.01], [0.01, -0.03, 0.02], [0.02, 0.02, -0.02], [-0.16, -0.05, 0.03], [0.04, 0.03, 0.02], [0.08, -0.08, -0.07], [0.11, 0.01, 0.00], [0.08, -0.02, 0.01], [0.01, 0.02, -0.01], [0.02, -0.01, -0.03], [0.04, 0.06, 0.06], [-0.08, 0.09, 0.12], [0.00, 0.03, -0.01], [0.01, 0.02, -0.01], [0.04, 0.04, 0.08]]
}



[3]
{
  "formula": "C5H14OS",
  "method": "ωB97M-V with the def2-TZVPD basis set",
  "spin_multiplicity": 1,
  "lumo_ev": 0.7,
  "smiles": "CCCCSC.O",
  "e_tot_ev": -18293.9340,
  "e_above_lowest_kj_mol": 78.9,
  "total_charge": 0,
  "homo_lumo_gap_ev": 9.09,
  "homo_ev": -8.43,
  "symbols": ["C", "C", "C", "C", "S", "C", "H", "H", "H", "H", "H", "H", "H", "H", "H", "H", "H", "H", "H", "H", "O"],
  "xyz": [[-0.6586, -1.9572, -0.6479], [-0.1907, -1.3747, 0.6958], [-0.4468, 0.1420, 0.6564], [0.4007, 0.9313, -0.3536], [2.1749, 0.2654, -0.6243], [2.8953, 1.1705, 0.9256], [-1.5466, -1.4579, -1.0194], [0.0940, -1.8569, -1.4206], [-0.9250, -3.0217, -0.7968], [0.8841, -1.5521, 0.7801], [-0.8216, -1.8611, 1.4659], [-0.4803, 0.6227, 1.6523], [-1.4841, 0.3684, 0.4035], [0.0279, 0.6686, -1.3360], [0.4373, 2.0158, -0.1699], [2.6869, 2.2395, 0.8247], [3.9749, 1.0290, 0.8646], [2.2718, 0.7479, 1.7116], [-3.1653, 0.2084, -1.4026], [-3.0096, 1.7093, -1.4045], [-3.1192, 0.9628, -0.8049]],
  "forces_ev_per_a": [[-0.04, -0.71, -1.04], [-1.11, -0.11, -0.69], [-0.34, 0.75, 1.01], [1.20, -1.46, -0.29], [-0.47, 2.00, 1.74], [-1.00, -0.51, -2.11], [-0.21, 0.39, 0.03], [0.34, 0.48, -0.21], [0.26, 0.19, 1.11], [-0.27, -0.25, 0.53], [0.76, 0.42, 0.04], [0.96, -0.40, -0.05], [0.04, -0.46, -0.43], [-0.40, 0.58, -0.30], [-0.04, -0.49, -0.23], [-0.03, -0.20, -0.08], [-0.26, -0.35, 0.71], [0.88, 0.01, 0.45], [-0.04, -0.08, 0.10], [-0.02, 0.08, 0.12], [-0.21, 0.11, -0.42]]
}



[4]
{
  "formula": "C4H5Br2N",
  "method": "ωB97M-V with the def2-TZVPD basis set",
  "spin_multiplicity": 1,
  "lumo_ev": [-0.5, -0.6],
  "e_tot_ev": -145800.4510,
  "e_above_lowest_kj_mol": 257.0,
  "total_charge": 0,
  "homo_lumo_gap_ev": [8.36, 8.68],
  "homo_ev": [-8.87, -9.30],
  "symbols": ["C", "C", "C", "C", "N", "Br", "Br", "H", "H", "H", "H", "H"],
  "xyz": [[-0.5250, 0.4178, -0.0401], [0.7323, -0.4056, 0.2190], [1.6804, 0.4460, -0.5500], [-1.9208, -0.0268, 0.2161], [-0.1438, 1.5718, -0.3110], [1.0427, -2.3518, -0.1886], [3.4474, 0.6821, 0.2405], [0.8084, -0.3669, 1.2418], [1.6397, 0.4517, -1.5729], [-2.5168, 0.7166, 0.9029], [-1.9443, -1.1139, 0.5915], [-2.2999, -0.0209, -0.7491]],
  "forces_ev_per_a": [[0.36, -1.34, 0.78], [-0.39, -0.17, -2.63], [-0.74, 1.26, 3.74], [-0.27, -0.34, 2.75], [2.31, 0.01, -0.59], [-0.46, 0.44, 0.06], [-1.31, -0.02, -0.78], [0.76, 0.04, 2.39], [0.10, 0.01, -2.29], [1.22, -1.56, -1.37], [-0.02, 1.78, -0.34], [-1.55, -0.09, -1.72]]
}